No. 1
This record from the Open Molecules 2025 dataset describes an isolated molecule of C4H10N2O at a distorted geometry. The level of theory is wB97M-V/def2-TZVPD.

HOMO energy, eV: -7.873
Energy above the lowest of the compared OMol25 structures with the same formula, charge and spin, kJ/mol: 326.5
SMILES: C[C@]1(N)NC[C@@H]1O
LUMO energy, eV: 1.00
Total energy, eV: -9335.604
Orbital gap, eV: 8.87

```
! RIJCOSX wB97M-V def2-TZVPD def2/J DEFGRID3
* xyz 0 1
C -0.41 -1.05 1.17
C -0.20 -0.42 -0.20
N -1.33 -0.68 -1.03
N 1.11 -0.66 -0.76
C 1.55 0.96 -0.24
C 0.11 1.22 -0.05
O -0.24 1.79 1.18
H -0.38 -2.13 1.06
H 0.39 -0.75 1.84
H -1.37 -0.75 1.59
H -1.75 -1.59 -0.91
H -1.16 -0.45 -2.00
H 1.09 -1.25 -1.58
H 2.15 0.98 0.66
H 2.03 1.36 -1.12
H -0.38 1.73 -0.89
H -1.20 1.70 1.28
*
```

Results of the natural (NBO) charge analysis, in e, for atoms 1 through 4:
1. C -0.634
2. C 0.274
3. N -0.862
4. N -0.747

No. 2
This record from the Open Molecules 2025 dataset describes a structure of composition C42H58BrN3O4Re. The level of theory is wB97M-V/def2-TZVPD.

HOMO energy (alpha / beta), eV: -7.808 / -8.155
Energy above the lowest of the compared OMol25 structures with the same formula, charge and spin, kJ/mol: 0.0
LUMO energy (alpha / beta), eV: 0.18 / -0.39
Total energy, eV: -129331.557
Orbital gap (alpha / beta), eV: 7.99 / 7.77

```
! RIJCOSX wB97M-V def2-TZVPD def2/J DEFGRID3
* xyz 0 4
Re -0.41 -0.11 0.17
C -0.94 0.91 3.05
N -0.08 -0.11 2.39
C -0.33 -1.42 3.03
C 1.35 0.29 2.54
C 2.24 -0.45 1.56
N 1.81 -0.27 0.14
C 2.34 1.00 -0.48
C 2.08 2.28 0.26
C 3.15 3.05 0.70
C 2.94 4.28 1.31
C 1.61 4.70 1.42
C 0.51 3.96 0.99
C 0.76 2.70 0.45
O -0.24 1.85 0.14
C -0.89 4.62 1.14
C -1.17 4.89 2.63
C -0.87 5.96 0.39
C -2.06 3.80 0.58
C 4.07 5.14 1.86
C 5.44 4.51 1.61
C 4.05 6.52 1.18
C 3.89 5.32 3.37
C 2.31 -1.40 -0.71
C 1.46 -1.94 -1.85
C 1.93 -3.12 -2.42
C 1.30 -3.70 -3.51
C 0.19 -3.04 -4.03
C -0.31 -1.85 -3.49
C 0.32 -1.33 -2.36
O -0.19 -0.20 -1.76
C -1.50 -1.11 -4.12
C -1.01 0.27 -4.60
C -2.66 -0.92 -3.12
C -2.05 -1.86 -5.34
C 1.83 -5.02 -4.09
C 3.25 -4.80 -4.64
C 0.95 -5.53 -5.23
C 1.87 -6.09 -2.99
H -0.65 1.00 4.10
H -1.98 0.61 2.98
H -0.81 1.87 2.55
H -0.14 -1.32 4.10
H 0.31 -2.19 2.61
H -1.36 -1.71 2.87
H 1.68 0.08 3.56
H 1.41 1.36 2.39
H 2.22 -1.51 1.77
H 3.27 -0.10 1.70
H 1.88 1.04 -1.47
H 3.41 0.89 -0.60
H 4.15 2.68 0.54
H 1.43 5.67 1.87
H -0.43 5.56 3.07
H -1.16 3.96 3.21
H -2.15 5.35 2.74
H -0.13 6.65 0.78
H -1.85 6.44 0.47
H -0.66 5.80 -0.67
H -2.23 2.87 1.12
H -1.92 3.56 -0.47
H -2.96 4.41 0.68
H 5.63 4.38 0.54
H 5.53 3.54 2.09
H 6.22 5.16 2.01
H 4.15 6.43 0.10
H 4.87 7.14 1.55
H 3.12 7.06 1.39
H 3.91 4.35 3.88
H 2.95 5.81 3.61
H 4.70 5.93 3.78
H 2.55 -2.24 -0.06
H 3.26 -1.07 -1.14
H 2.81 -3.58 -1.99
H -0.31 -3.46 -4.88
H -0.63 0.87 -3.77
H -1.84 0.82 -5.07
H -0.21 0.16 -5.35
H -2.44 -0.17 -2.37
H -2.88 -1.86 -2.60
H -3.55 -0.61 -3.67
H -1.30 -1.99 -6.12
H -2.87 -1.27 -5.76
H -2.45 -2.84 -5.06
H 3.25 -4.01 -5.40
H 3.63 -5.72 -5.08
H 3.94 -4.49 -3.84
H 0.93 -4.84 -6.07
H -0.08 -5.70 -4.89
H 1.34 -6.49 -5.59
H 2.52 -5.80 -2.16
H 2.26 -7.03 -3.40
H 0.87 -6.27 -2.60
N -3.55 0.20 0.76
C -2.44 0.04 0.45
Br 2.80 -6.22 1.67
C 1.07 -5.95 0.93
C 0.28 -7.04 0.61
C -0.97 -6.82 0.05
C -1.42 -5.53 -0.18
C -0.62 -4.45 0.16
C 0.63 -4.66 0.72
C -1.14 -3.05 -0.08
O -2.20 -2.86 -0.62
O -0.31 -2.11 0.35
H 0.64 -8.05 0.78
H -1.59 -7.67 -0.22
H -2.39 -5.34 -0.62
H 1.26 -3.82 0.97
*
```

Results of the Löwdin charge analysis, in e, for atoms 1 through 4:
1. Re 1.688
2. C -0.066
3. N -0.348
4. C -0.055

No. 3
This record from the Open Molecules 2025 dataset describes an isolated molecule of C4H6N2O. The level of theory is wB97M-V/def2-TZVPD.

HOMO energy, eV: -6.553
Energy above the lowest of the compared OMol25 structures with the same formula, charge and spin, kJ/mol: 201.9
SMILES: [NH3+]c1cc[nH]c1[O-]
LUMO energy, eV: 0.16
Total energy, eV: -9271.409
Orbital gap, eV: 6.71

```
! RIJCOSX wB97M-V def2-TZVPD def2/J DEFGRID3
* xyz 0 1
N -1.83 0.33 0.02
C -0.40 0.17 0.30
C 0.66 1.12 0.23
C 1.79 0.38 0.03
N 1.44 -0.96 -0.11
C 0.06 -1.11 -0.05
O -0.63 -2.12 -0.34
H -2.06 -0.04 -0.92
H -2.16 1.30 0.09
H -2.36 -0.25 0.67
H 0.63 2.19 0.45
H 2.83 0.69 0.06
H 2.04 -1.69 -0.44
*
```

Results of the natural (NBO) charge analysis, in e, for atoms 1 through 4:
1. N -0.650
2. C -0.231
3. C -0.325
4. C -0.094

No. 4
This record from the Open Molecules 2025 dataset describes a structure of composition C27H42As3N3S2Ta. The level of theory is wB97M-V/def2-TZVPD.

HOMO energy, eV: -15.431
Energy above the lowest of the compared OMol25 structures with the same formula, charge and spin, kJ/mol: 5.2
LUMO energy, eV: -10.60
Total energy, eV: -238863.716
Orbital gap, eV: 4.83

```
! RIJCOSX wB97M-V def2-TZVPD def2/J DEFGRID3
* xyz 3 1
Ta -1.33 0.21 -0.20
C 0.40 0.95 3.29
As 0.79 0.14 1.57
C 1.17 -1.69 2.10
C 2.47 1.04 1.14
C 3.24 0.68 -0.15
C 4.55 1.47 -0.09
C 2.49 1.17 -1.39
As 0.81 0.32 -1.96
C 1.27 -1.36 -2.80
C 0.38 1.42 -3.49
C 3.53 -0.82 -0.21
As 4.73 -1.41 -1.71
C 4.41 -3.32 -1.43
C 6.45 -1.31 -0.79
H 1.25 0.73 3.95
H -0.50 0.53 3.73
H 0.31 2.03 3.20
H 2.08 -1.68 2.71
H 1.32 -2.34 1.25
H 0.34 -2.04 2.71
H 3.11 0.84 2.01
H 2.24 2.11 1.16
H 4.37 2.54 0.04
H 5.12 1.35 -1.02
H 5.17 1.12 0.73
H 3.12 1.03 -2.27
H 2.28 2.24 -1.32
H 2.22 -1.22 -3.32
H 0.48 -1.62 -3.50
H 1.38 -2.16 -2.07
H 1.27 1.46 -4.12
H 0.11 2.43 -3.19
H -0.43 0.97 -4.07
H 2.61 -1.40 -0.32
H 3.99 -1.14 0.74
H 3.41 -3.60 -1.76
H 4.55 -3.60 -0.39
H 5.12 -3.88 -2.04
H 6.83 -0.30 -0.78
H 7.15 -1.93 -1.36
H 6.38 -1.70 0.22
C -0.80 3.70 0.63
C -1.73 2.93 1.49
N -1.95 1.62 1.37
C -2.83 1.16 2.34
C -3.29 2.12 3.18
S -2.58 3.63 2.78
C -3.07 -0.28 2.32
C -3.78 -1.04 3.18
S -3.55 -2.69 2.83
C -2.51 -2.32 1.54
N -2.35 -1.00 1.35
C -1.89 -3.43 0.79
H -0.13 3.03 0.08
H -0.19 4.37 1.23
H -1.33 4.32 -0.10
H -3.98 2.03 4.00
H -4.39 -0.71 4.01
H -1.87 -4.33 1.41
H -0.86 -3.20 0.50
H -2.45 -3.66 -0.12
C -2.24 1.63 -1.50
C -3.54 0.97 -1.19
C -4.02 -0.08 -2.01
C -5.25 -0.67 -1.78
C -6.05 -0.20 -0.76
C -5.64 0.89 0.02
C -4.41 1.47 -0.20
H -2.18 2.69 -1.25
H -1.92 1.47 -2.53
H -3.43 -0.40 -2.86
H -5.59 -1.46 -2.43
H -7.03 -0.64 -0.59
H -6.32 1.31 0.76
H -4.15 2.37 0.33
N -1.68 -2.39 -2.18
C -1.62 -1.50 -1.46
*
```

Results of the Löwdin charge analysis, in e, for atoms 1 through 4:
1. Ta 1.448
2. C -0.231
3. As 1.095
4. C -0.241

No. 5
This record from the Open Molecules 2025 dataset describes a cluster of 2 separate species, CH2NO3PS in total at a distorted geometry. The level of theory is wB97M-V/def2-TZVPD.

HOMO energy, eV: -0.407
Energy above the lowest of the compared OMol25 structures with the same formula, charge and spin, kJ/mol: 106.4
LUMO energy, eV: 6.47
Total energy, eV: -28828.671
Orbital gap, eV: 6.87

```
! RIJCOSX wB97M-V def2-TZVPD def2/J DEFGRID3
* xyz -2 1
C 2.29 -1.40 -0.37
N 2.23 -2.49 -0.72
O 3.10 0.89 -1.29
O 3.58 0.35 1.22
O 1.25 1.04 0.54
P 2.69 0.30 0.05
S -1.19 -0.72 0.58
H 0.46 0.44 0.59
H -1.87 -0.48 1.88
*
```

Results of the natural (NBO) charge analysis, in e, for atoms 1 through 4:
1. C -0.075
2. N -0.425
3. O -1.165
4. O -1.163

No. 6
This record from the Open Molecules 2025 dataset describes a cluster of 3 separate species, C22H43FN2O5 in total at a distorted geometry. The level of theory is wB97M-V/def2-TZVPD.

HOMO energy (alpha / beta), eV: -8.085 / -9.067
LUMO energy (alpha / beta), eV: 0.69 / 0.14
Total energy, eV: -39442.725
Orbital gap (alpha / beta), eV: 8.77 / 9.20

```
! RIJCOSX wB97M-V def2-TZVPD def2/J DEFGRID3
* xyz 0 3
C 7.27 -4.21 -3.00
O 6.19 -4.68 -2.17
C 5.89 -3.78 -1.20
O 6.48 -3.72 -0.14
O 4.88 -2.95 -1.50
C 4.00 -3.35 -2.56
C 3.29 -4.66 -2.29
F 3.52 -5.53 -3.33
H 7.03 -3.25 -3.43
H 7.42 -4.96 -3.76
H 8.16 -4.10 -2.39
H 4.54 -3.42 -3.49
H 3.26 -2.57 -2.64
H 3.60 -5.11 -1.35
H 2.22 -4.52 -2.25
C 3.40 0.41 2.71
C 3.20 -0.38 1.40
C 3.02 0.56 0.20
C 1.64 1.20 0.11
C 0.55 0.13 0.15
C 0.66 -0.77 1.38
N 2.04 -1.32 1.51
O 2.20 -2.32 0.71
C 0.24 0.03 2.62
C -0.34 -1.91 1.26
C 4.49 -1.17 1.20
H 2.49 0.82 3.13
H 3.85 -0.23 3.47
H 4.07 1.25 2.53
H 3.20 0.00 -0.72
H 3.80 1.33 0.24
H 1.51 1.93 0.92
H 1.56 1.77 -0.82
H -0.43 0.60 0.14
H 0.63 -0.47 -0.76
H 0.49 -0.52 3.54
H -0.84 0.17 2.61
H 0.67 1.02 2.68
H -0.21 -2.48 0.35
H -1.35 -1.50 1.26
H -0.25 -2.59 2.11
H 4.63 -1.92 1.98
H 5.34 -0.48 1.25
H 4.51 -1.67 0.24
C -5.15 2.36 -2.17
C -4.68 1.47 -1.00
C -5.85 1.14 -0.06
C -6.25 2.28 0.87
C -5.03 2.80 1.63
C -3.89 3.21 0.71
N -3.56 2.12 -0.26
O -2.83 1.22 0.32
C -4.26 4.52 -0.01
C -2.65 3.53 1.54
C -4.21 0.17 -1.64
H -5.27 3.41 -1.93
H -4.43 2.31 -2.99
H -6.10 2.00 -2.55
H -5.57 0.28 0.56
H -6.70 0.82 -0.66
H -6.72 3.09 0.30
H -7.00 1.93 1.58
H -5.31 3.65 2.26
H -4.68 2.01 2.31
H -3.56 4.74 -0.82
H -4.22 5.35 0.70
H -5.27 4.53 -0.41
H -2.35 2.71 2.18
H -2.85 4.39 2.18
H -1.80 3.79 0.89
H -3.32 0.34 -2.25
H -5.00 -0.21 -2.29
H -3.98 -0.59 -0.91
*
```

Results of the Löwdin charge analysis, in e, for atoms 1 through 4:
1. C -0.019
2. O -0.048
3. C -0.578
4. O 0.148

No. 7
This record from the Open Molecules 2025 dataset describes an isolated molecule of C5H11N at a distorted geometry. The level of theory is wB97M-V/def2-TZVPD.

HOMO energy, eV: -8.026
Energy above the lowest of the compared OMol25 structures with the same formula, charge and spin, kJ/mol: 99.3
SMILES: CCC/C=C/N
LUMO energy, eV: 1.22
Total energy, eV: -6852.499
Orbital gap, eV: 9.25

```
! RIJCOSX wB97M-V def2-TZVPD def2/J DEFGRID3
* xyz 0 1
C 1.07 -1.33 0.90
C 1.34 -1.06 -0.56
C 0.94 0.39 -0.87
C -0.54 0.63 -0.79
C -1.11 1.14 0.31
N -2.50 1.07 0.49
H 1.55 -0.71 1.69
H 1.17 -2.35 1.24
H -0.01 -1.02 1.06
H 2.41 -1.32 -0.71
H 0.57 -1.64 -1.03
H 1.44 1.08 -0.13
H 1.33 0.75 -1.82
H -1.12 0.23 -1.61
H -0.56 1.53 1.21
H -2.97 0.77 -0.33
H -3.02 1.84 0.97
*
```

Results of the natural (NBO) charge analysis, in e, for atoms 1 through 4:
1. C -0.617
2. C -0.409
3. C -0.418
4. C -0.304

No. 8
This record from the Open Molecules 2025 dataset describes a structure of composition C46H28N6NiSSe at a distorted geometry. The level of theory is wB97M-V/def2-TZVPD.

HOMO energy (alpha / beta), eV: -1.883 / -1.839
Energy above the lowest of the compared OMol25 structures with the same formula, charge and spin, kJ/mol: 90.6
LUMO energy (alpha / beta), eV: 3.80 / 3.82
Total energy, eV: -174325.627
Orbital gap (alpha / beta), eV: 5.69 / 5.66

```
! RIJCOSX wB97M-V def2-TZVPD def2/J DEFGRID3
* xyz -2 3
Ni 12.30 9.33 12.53
C 6.66 8.18 17.77
C 6.69 9.43 17.17
C 7.73 9.71 16.27
C 8.75 8.81 16.01
C 8.63 7.53 16.56
C 7.61 7.21 17.43
C 9.86 9.17 15.04
C 11.17 9.30 15.46
C 11.64 9.31 16.83
C 12.97 9.38 16.79
C 13.35 9.34 15.35
C 14.70 9.24 14.93
C 15.79 9.33 15.95
C 15.93 10.47 16.78
C 16.86 10.53 17.81
C 17.68 9.45 18.04
C 17.56 8.31 17.23
C 16.60 8.23 16.24
C 15.12 9.21 13.59
N 14.33 9.26 12.54
C 15.12 9.40 11.42
C 14.70 9.49 10.16
C 15.72 9.67 9.07
C 15.80 10.93 8.45
C 16.68 11.11 7.41
C 17.56 10.09 7.03
C 17.53 8.89 7.72
C 16.57 8.64 8.66
C 13.33 9.53 9.68
C 12.96 9.55 8.32
C 11.60 9.47 8.32
C 11.19 9.39 9.67
N 12.28 9.45 10.49
C 9.86 9.43 10.11
C 9.40 9.50 11.44
C 8.05 9.60 11.89
C 8.08 9.43 13.25
C 9.47 9.30 13.62
N 10.26 9.37 12.55
C 8.81 9.35 9.05
C 7.82 8.36 9.09
C 6.81 8.26 8.14
C 6.84 9.17 7.07
C 7.80 10.21 7.04
C 8.74 10.32 8.06
C 16.52 9.40 11.86
C 16.56 9.22 13.21
N 12.27 9.30 14.62
H 5.79 7.94 18.40
H 5.93 10.15 17.39
H 7.78 10.68 15.79
H 9.38 6.79 16.23
H 7.54 6.20 17.78
H 11.03 9.37 17.73
H 13.67 9.52 17.59
H 15.27 11.29 16.62
H 16.96 11.45 18.36
H 18.47 9.52 18.78
H 18.21 7.49 17.36
H 16.49 7.32 15.62
H 15.14 11.72 8.78
H 16.69 12.08 6.93
H 18.26 10.23 6.24
H 18.18 8.03 7.45
H 16.52 7.70 9.17
H 13.63 9.62 7.46
H 10.98 9.38 7.43
H 7.13 9.68 11.28
H 7.23 9.60 13.87
H 7.88 7.65 9.98
H 6.06 7.49 8.25
H 6.14 9.11 6.24
H 7.83 10.86 6.20
H 9.47 11.11 8.02
H 17.37 9.51 11.22
H 17.42 9.21 13.84
Se 13.73 14.23 13.20
C 13.01 12.59 12.94
N 12.56 11.54 12.78
S 11.90 4.32 12.26
C 12.16 5.97 12.37
N 12.26 7.14 12.50
*
```

Results of the Löwdin charge analysis, in e, for atoms 1 through 4:
1. Ni 0.498
2. C -0.125
3. C -0.092
4. C -0.056

No. 9
This record from the Open Molecules 2025 dataset describes a structure of composition C26H22N5S2Ti at a distorted geometry. The level of theory is wB97M-V/def2-TZVPD.

HOMO energy (alpha / beta), eV: -6.364 / -6.765
LUMO energy (alpha / beta), eV: -0.10 / -0.88
Total energy, eV: -79552.298
Orbital gap (alpha / beta), eV: 6.26 / 5.89

```
! RIJCOSX wB97M-V def2-TZVPD def2/J DEFGRID3
* xyz 0 2
Ti 0.53 -1.21 -1.78
C 3.49 3.04 -1.83
S 3.34 2.04 -0.34
C 2.61 0.56 -0.93
S 2.06 0.42 -2.60
N 2.53 -0.38 -0.03
N 1.83 -1.46 -0.50
C 2.26 -2.76 -0.25
C 1.95 -3.62 -1.28
C 2.34 -4.99 -1.39
C 2.10 -5.68 -2.52
C 1.43 -5.05 -3.62
C 1.02 -3.77 -3.46
N 1.25 -3.03 -2.33
H 3.97 3.96 -1.50
H 2.51 3.27 -2.25
H 4.12 2.56 -2.57
H 2.93 -2.98 0.57
H 2.86 -5.45 -0.55
H 2.42 -6.71 -2.61
H 1.23 -5.58 -4.54
H 0.47 -3.27 -4.25
C -0.56 0.17 -0.77
C -0.80 1.03 0.09
C -1.05 2.00 1.05
C -0.91 3.41 0.68
C -0.65 4.41 1.64
C -0.48 5.73 1.26
C -0.57 6.10 -0.08
C -0.81 5.12 -1.04
C -0.98 3.80 -0.67
C -1.40 1.56 2.41
C -0.89 0.35 2.91
C -1.23 -0.10 4.17
C -2.09 0.64 4.98
C -2.61 1.84 4.49
C -2.26 2.29 3.23
H -0.55 4.13 2.68
H -0.27 6.48 2.01
H -0.44 7.13 -0.37
H -0.88 5.39 -2.09
H -1.16 3.04 -1.42
H -0.22 -0.22 2.28
H -0.81 -1.03 4.54
H -2.35 0.29 5.97
H -3.29 2.42 5.10
H -2.69 3.21 2.86
N -1.04 -3.11 -0.12
C -2.17 -3.73 0.26
C -3.11 -3.49 -0.71
C -2.45 -2.72 -1.67
N -1.19 -2.49 -1.31
H -0.13 -3.13 0.32
H -2.22 -4.28 1.19
H -4.14 -3.83 -0.72
H -2.83 -2.31 -2.59
*
```

Results of the natural (NBO) charge analysis, in e, for atoms 1 through 4:
1. Ti 1.324
2. C -0.753
3. S 0.316
4. C -0.058